# 1
{"formula": "C6H9CoF2NO5S2", "method": "ωB97M-V with the def2-TZVPD basis set", "symbols": ["N", "S", "O", "S", "O", "C", "F", "F", "O", "C", "C", "O", "C", "C", "O", "C", "Co", "H", "H", "H", "H", "H", "H", "H", "H", "H"], "positions_angstrom": [[-1.369, -0.980, 1.676], [-2.601, -1.817, 1.254], [-3.841, -1.178, 1.716], [0.187, -1.545, 1.361], [1.082, -0.420, 1.922], [0.330, -1.030, -0.564], [0.749, -2.167, -1.161], [-0.924, -0.857, -1.031], [3.219, 0.302, -0.633], [3.320, 0.474, -1.966], [2.147, 1.103, -2.594], [1.430, 1.805, -1.808], [0.533, 2.867, -2.250], [-0.669, 2.865, -1.343], [-0.279, 3.063, 0.007], [-0.364, 2.009, 0.833], [1.610, 0.577, 0.328], [3.453, -0.464, -2.563], [4.174, 1.108, -2.309], [2.069, 1.272, -3.675], [0.236, 2.691, -3.290], [1.112, 3.792, -2.167], [-1.215, 1.916, -1.436], [-1.323, 3.694, -1.640], [-0.198, 2.247, 1.885], [-1.094, 1.230, 0.580]], "atomic_forces_ev_per_a": [[-0.1, -0.8, -0.3], [-1.3, 1.5, 1.2], [1.7, -1.0, -0.9], [-0.4, 0.4, 0.3], [-0.2, -0.6, -0.1], [0.6, 0.1, 1.0], [0.4, 0.1, -0.1], [-0.5, 0.3, -0.1], [0.6, 0.5, -0.3], [-1.2, -1.6, 0.2], [1.3, 2.1, 0.2], [0.1, -0.5, -0.4], [-0.3, 0.3, -0.3], [-0.4, -0.2, 0.0], [0.1, 0.6, -0.2], [-0.1, -0.4, 0.3], [-0.5, -0.7, -0.6], [0.3, 0.1, 0.3], [-0.2, 0.2, -0.1], [-0.3, -0.3, 0.2], [0.1, 0.0, 0.1], [-0.1, -0.2, 0.0], [0.0, 0.2, 0.0], [0.1, -0.2, 0.1], [0.0, 0.0, -0.4], [0.2, 0.2, 0.1]], "s_squared": 6.011, "molar_mass_da": 336.20, "e_tot_ev": -82813.6096, "multiplicity": 5, "homo_ev": [-11.6, -12.3], "orbital_gap_ev": [6.15, 6.86], "charge": 1}

# 2
{"formula": "C6H9F", "method": "ωB97M-V with the def2-TZVPD basis set", "symbols": ["C", "C", "C", "C", "C", "C", "F", "H", "H", "H", "H", "H", "H", "H", "H", "H"], "positions_angstrom": [[2.460, -1.197, -0.307], [1.414, -0.481, 0.000], [1.009, 0.910, 0.284], [0.133, -0.236, 0.700], [-1.242, -0.475, -0.260], [-2.165, 0.786, -0.217], [-1.896, -1.632, 0.172], [2.440, -2.275, -0.426], [3.385, -0.625, -0.644], [1.711, 1.329, 1.036], [0.645, 1.618, -0.465], [0.109, -0.389, 1.808], [-0.890, -0.666, -1.326], [-1.893, 1.465, -1.037], [-1.943, 1.285, 0.805], [-3.277, 0.584, -0.123]], "atomic_forces_ev_per_a": [[1.5, 0.5, -1.3], [-0.9, 0.8, 0.7], [1.3, 0.7, 0.2], [-1.9, -1.1, -1.1], [1.6, 0.8, 0.6], [0.0, -0.2, 2.5], [0.3, 0.7, -0.1], [0.1, 0.0, 0.5], [-1.2, -1.0, 0.3], [-1.0, 0.1, -0.3], [0.3, -0.4, 0.0], [-0.6, -0.3, -1.2], [-0.3, 0.1, 1.4], [-0.4, -0.2, 0.4], [-0.3, -0.4, -1.7], [1.4, -0.1, -0.8]], "molar_mass_da": 100.14, "e_tot_ev": -9082.5112, "e_above_lowest_kcal_mol": 50.3, "homo_ev": -9.5, "smiles": "C=C1C[C@H]1[C@H](C)F", "orbital_gap_ev": 10.58, "charge": 0}

# 3
{"formula": "C6H9F2N2O", "method": "ωB97M-V with the def2-TZVPD basis set", "symbols": ["C", "C", "C", "C", "C", "C", "N", "N", "O", "F", "F", "H", "H", "H", "H", "H", "H", "H", "H", "H"], "positions_angstrom": [[2.627, -0.082, 0.156], [1.198, -0.358, -1.766], [-0.130, 1.466, 1.269], [-0.718, -0.584, 0.069], [0.641, 1.393, 0.008], [0.147, 0.300, -0.928], [2.349, -0.767, -0.874], [-1.252, 0.480, 1.060], [3.042, 0.227, 1.210], [1.076, 2.503, -0.589], [-0.818, 0.738, -1.854], [0.960, -1.151, -2.324], [1.521, 0.414, -2.492], [0.470, 1.210, 2.143], [-0.610, 2.528, 1.418], [-1.599, -1.027, -0.393], [-0.198, -1.258, 0.587], [2.952, -1.571, -0.986], [-1.623, -0.002, 1.899], [-2.058, 0.837, 0.521]], "atomic_forces_ev_per_a": [[-2.8, 4.0, 4.0], [2.7, 3.0, 1.5], [-1.3, 2.8, -0.1], [-1.2, 3.3, -2.0], [1.7, -3.9, -1.6], [-2.0, 0.5, 2.4], [-0.2, -0.5, -1.3], [-0.2, -1.6, -0.8], [1.1, -1.4, -1.6], [0.0, 1.2, -0.2], [-0.2, 0.3, -0.6], [-1.4, -3.3, -1.8], [0.2, -0.3, 0.5], [-0.3, -0.2, 0.3], [1.0, -1.9, -0.1], [0.3, 0.0, -0.2], [2.1, -2.7, 2.1], [-0.1, -0.4, -0.8], [0.3, 0.6, -0.3], [0.5, 0.6, 0.7]], "molar_mass_da": 163.15, "e_tot_ev": -16820.3286, "e_above_lowest_kcal_mol": 58.2, "homo_ev": [-11.2, -11.2], "orbital_gap_ev": [7.78, 7.78], "charge": 1}

# 4
{"formula": "C6H9F2NO", "method": "ωB97M-V with the def2-TZVPD basis set", "symbols": ["C", "C", "C", "C", "C", "C", "N", "O", "F", "F", "H", "H", "H", "H", "H", "H", "H", "H", "H"], "positions_angstrom": [[-1.879, 1.940, -0.271], [-0.512, -1.684, -0.183], [0.344, -0.829, 0.894], [-1.300, 0.832, 0.556], [-1.907, -1.125, -0.216], [0.971, 1.220, -0.397], [0.107, 0.567, 0.582], [-2.876, 2.542, 0.013], [-2.777, -1.023, -1.169], [-2.498, -1.620, 0.960], [-1.403, 2.179, -1.228], [0.023, -1.748, -1.099], [-0.367, -2.738, 0.185], [0.010, -1.129, 2.024], [1.496, -1.073, 0.801], [-1.734, 0.691, 1.503], [1.938, 1.455, 0.013], [1.280, 0.574, -1.275], [0.447, 2.056, -0.767]], "atomic_forces_ev_per_a": [[0.4, -0.7, 0.1], [0.9, -1.2, 1.1], [0.7, -0.7, 0.7], [1.0, -2.1, -2.2], [2.0, 2.3, 4.6], [0.5, -2.3, -0.6], [-0.6, 0.3, 0.4], [-0.6, 0.1, 0.5], [-0.2, -0.7, -1.0], [-0.4, 0.3, -1.4], [0.3, -0.2, -0.2], [0.2, 0.7, -1.1], [-1.1, 0.8, -0.2], [0.6, 0.9, -2.8], [-2.4, 0.4, 0.2], [-0.8, -0.1, 1.1], [0.2, 0.6, 0.6], [-0.8, 0.3, 0.6], [0.0, 1.1, -0.4]], "molar_mass_da": 149.14, "e_tot_ev": -15337.0789, "e_above_lowest_kcal_mol": 66.1, "homo_ev": -8.2, "orbital_gap_ev": 8.50, "charge": 0}

# 5
{"formula": "C6H9F3N3S", "method": "ωB97M-V with the def2-TZVPD basis set", "symbols": ["C", "C", "C", "C", "C", "C", "N", "N", "N", "F", "F", "F", "S", "H", "H", "H", "H", "H", "H", "H", "H", "H"], "positions_angstrom": [[-0.206, 2.597, 0.112], [1.081, 2.021, 0.046], [-1.297, 1.826, -0.138], [1.486, 0.733, 0.007], [-0.645, -0.188, -0.197], [2.954, 0.444, 0.064], [0.618, -0.397, -0.068], [-2.650, 1.700, -0.101], [1.726, -2.650, 0.080], [3.355, -0.427, -0.904], [3.757, 1.491, 0.027], [3.239, -0.195, 1.248], [-1.910, -1.332, -0.187], [-0.293, 3.700, 0.270], [1.883, 2.812, -0.025], [1.144, -1.644, 0.086], [-3.202, 1.908, 0.757], [-3.102, 1.863, -1.000], [2.536, -2.792, -0.528], [1.205, -3.489, 0.070], [2.121, -2.606, 0.999], [-2.683, -0.273, 0.273]], "atomic_forces_ev_per_a": [[-3.0, -0.2, -0.6], [2.7, 0.9, -0.2], [1.7, -3.5, 1.0], [-1.3, 0.6, -0.5], [-0.1, 3.6, 0.4], [0.8, -1.1, 0.6], [0.4, 1.0, 0.3], [-0.2, 1.1, 0.4], [1.4, -0.5, 0.5], [-0.3, 0.4, 0.2], [-0.4, 0.2, -0.3], [-0.3, 0.0, -0.4], [-0.1, 0.8, 0.3], [0.0, -1.1, -0.1], [-0.7, -1.2, 0.4], [-0.1, 0.5, -1.2], [0.8, 0.2, -1.1], [-0.2, -0.1, 0.5], [-0.3, 0.5, -0.3], [-1.1, -1.1, -0.2], [0.5, -0.1, 1.0], [-0.2, -0.7, -0.5]], "molar_mass_da": 212.22, "e_tot_ev": -29817.2601, "e_above_lowest_kcal_mol": 20.5, "homo_ev": -12.5, "orbital_gap_ev": 8.92, "charge": 1}

# 6
{"formula": "C6H9F9KO13PS3", "method": "ωB97M-V with the def2-TZVPD basis set", "symbols": ["K", "C", "F", "F", "F", "S", "O", "O", "O", "C", "F", "F", "F", "S", "O", "O", "O", "C", "F", "F", "F", "S", "O", "O", "O", "C", "O", "P", "O", "O", "C", "O", "C", "H", "H", "H", "H", "H", "H", "H", "H", "H"], "positions_angstrom": [[0.408, 0.276, 1.084], [-3.893, 2.779, 2.554], [-5.313, 2.985, 2.566], [-3.390, 4.060, 2.314], [-3.452, 2.229, 3.703], [-3.454, 1.573, 1.064], [-3.674, 0.212, 1.566], [-4.448, 1.969, 0.046], [-2.057, 1.881, 0.807], [-1.898, -2.722, -2.551], [-1.529, -3.943, -2.207], [-0.976, -2.315, -3.464], [-3.013, -2.798, -3.226], [-1.897, -1.487, -1.178], [-0.588, -1.376, -0.638], [-2.333, -0.292, -1.895], [-2.884, -1.971, -0.205], [-0.946, -3.617, 4.756], [-1.965, -3.898, 5.578], [0.117, -3.372, 5.513], [-0.702, -4.688, 4.090], [-1.377, -2.038, 3.639], [-2.471, -2.389, 2.720], [-1.624, -0.924, 4.503], [-0.126, -1.674, 2.915], [5.016, 2.911, -0.852], [4.623, 1.847, -1.708], [3.118, 1.314, -1.420], [2.423, 1.622, -0.135], [2.254, 1.761, -2.678], [0.889, 1.568, -2.649], [3.275, -0.239, -1.626], [3.622, -0.772, -2.956], [5.499, 2.395, -0.023], [4.246, 3.582, -0.472], [5.693, 3.585, -1.377], [0.320, 1.558, -1.719], [0.747, 0.609, -3.147], [0.528, 2.436, -3.201], [4.686, -0.673, -3.172], [3.211, -0.158, -3.757], [3.336, -1.804, -3.163]], "atomic_forces_ev_per_a": [[-0.8, -0.3, 0.3], [-1.1, -0.3, -2.2], [2.6, -0.5, 0.8], [-0.3, -1.7, 1.1], [-0.8, 1.5, -0.7], [-2.4, -1.8, -0.3], [0.3, 2.2, 0.1], [1.6, 0.3, 1.2], [0.4, 0.6, 0.0], [1.6, 1.0, -0.1], [0.0, -1.0, 0.6], [0.6, 0.2, -0.4], [-1.5, -0.1, -0.1], [-5.3, 1.3, 1.7], [2.8, -0.5, 0.0], [0.6, -0.7, -0.4], [1.4, -0.3, -2.0], [-1.0, 2.9, -0.3], [-0.5, 0.1, 0.4], [0.7, 0.4, 0.6], [0.5, -1.9, -1.7], [0.0, 1.4, -3.6], [1.6, -0.8, 2.2], [-0.9, -0.2, 2.2], [0.1, -1.8, 0.4], [1.0, 0.5, 0.6], [-2.1, 0.2, 0.0], [-1.4, -0.4, 0.2], [1.7, -0.1, -1.2], [3.5, 1.0, 1.3], [-2.4, -0.2, -1.2], [0.5, -1.4, -1.3], [0.4, 1.0, -0.4], [0.2, 0.6, 0.2], [-0.5, -0.5, -0.1], [0.3, -0.4, -0.2], [0.7, 0.0, 0.4], [-0.8, 0.2, -0.1], [-0.6, -0.5, -0.3], [0.3, -0.2, 0.7], [-0.6, 0.1, 0.3], [-0.3, 0.1, 1.0]], "molar_mass_da": 626.38, "e_tot_ev": -115567.6556, "e_above_lowest_kcal_mol": 65.7, "homo_ev": -3.0, "orbital_gap_ev": 6.41, "charge": -2}